[1]
This record from the OMol25 dataset describes a structure of composition C23H19FFeN6OS4. The level of theory is ωB97M-V/def2-TZVPD.

XYZ file:
```
55
Properties=species:S:1:pos:R:3:mulliken_charge:R:1
Fe 0.167 0.090 -0.570 -0.5247
N 4.061 -2.505 -0.924 -0.5754
C 3.080 -1.543 -0.647 0.4608
S 2.418 -1.532 0.906 -0.4845
N 2.866 -0.754 -1.689 -1.8218
N 1.871 0.157 -1.550 1.6990
C 2.032 1.227 -2.256 -0.7621
C 1.059 2.271 -2.039 0.9133
C 1.086 3.520 -2.657 -1.1073
C 0.148 4.465 -2.294 -0.2180
C -0.791 4.140 -1.325 -1.0126
C -0.767 2.872 -0.771 -0.1655
N 0.125 1.949 -1.132 0.6686
H 3.947 -3.318 -0.340 0.2512
H 4.105 -2.713 -1.913 0.2500
H 2.894 1.349 -2.902 0.2525
H 1.842 3.730 -3.402 0.4344
H 0.146 5.443 -2.761 0.3762
H -1.537 4.852 -1.000 0.4141
H -1.486 2.559 -0.025 0.4244
S -1.558 0.213 1.090 -0.3825
C -1.554 -1.383 1.799 0.1900
C -2.054 -1.564 3.083 -0.9516
C -2.113 -2.820 3.693 0.3407
C -2.643 -2.937 5.011 0.0236
N -3.080 -3.001 6.077 -0.6775
C -1.643 -3.936 2.979 0.6816
C -1.127 -3.767 1.700 -1.0062
C -1.055 -2.514 1.071 0.5384
S -0.450 -2.336 -0.523 -0.4459
C -1.683 -5.247 3.552 -0.0353
N -1.707 -6.308 4.001 -0.6628
H -2.419 -0.700 3.623 0.4074
H -0.756 -4.629 1.161 0.4617
C 2.932 1.208 3.237 -1.0999
S 1.280 0.962 2.565 0.6842
C 0.460 2.243 3.527 -1.1238
O 1.367 1.547 1.198 -0.5803
H 2.950 0.978 4.304 0.3739
H 3.236 2.239 3.048 0.2941
H 3.570 0.514 2.692 0.3059
H 0.545 2.035 4.595 0.4041
H -0.584 2.209 3.218 0.2727
H 0.908 3.206 3.278 0.3180
F -3.141 -0.326 -5.822 -0.3921
C -2.414 -0.268 -4.652 0.5727
C -3.028 0.172 -3.500 -0.7682
C -2.280 0.231 -2.328 -0.1938
C -0.925 -0.131 -2.252 0.4623
C -0.373 -0.576 -3.465 0.0638
C -1.093 -0.655 -4.658 -0.7774
H -4.074 0.456 -3.524 0.3968
H -2.781 0.555 -1.420 0.2141
H 0.659 -0.915 -3.493 0.2223
H -0.638 -1.014 -5.574 0.3964
```

As for the net charge: -2. The highest occupied orbital energy is -0.89 eV. For the LUMO energy, the calculation gives 4.17 eV. The relative energy (zero: lowest compared OMol25 entry of this formula, charge and spin) is 1.4834 eV. The gap between HOMO and LUMO is 5.056 eV. For the total energy, the calculation gives -4247.98274 Ha.


[2]
This record from the OMol25 dataset describes the molecule C23H19FN4O. The level of theory is ωB97M-V/def2-TZVPD.

XYZ file:
```
48
Properties=species:S:1:pos:R:3:mulliken_charge:R:1
N 1.269 -7.324 -1.860 -0.4737
O 1.861 -0.995 1.727 -0.5625
F -5.604 -0.198 2.042 -0.3360
C 1.594 -6.247 -1.545 -0.0012
C 2.192 -1.036 0.551 0.5294
C -2.482 4.513 -1.079 -1.1619
C -1.222 3.831 -1.308 -0.3553
C -3.151 3.697 -0.164 -0.1972
C -1.048 2.787 -0.447 -1.0917
C -3.324 -0.762 2.334 -0.5176
C 3.123 -4.208 -1.432 -1.0780
C 0.819 -4.391 -0.345 -0.7705
C 3.204 -2.866 -0.908 0.2136
C 1.130 -3.169 0.245 -0.6374
C -3.862 1.194 1.195 -0.3688
C -1.955 -0.477 2.088 -1.1839
C -4.296 0.068 1.822 -0.2631
C 1.859 -4.875 -1.184 0.7529
C 2.204 -2.353 -0.071 -0.1443
C -2.579 1.514 0.850 1.0728
C -1.554 0.630 1.227 0.3638
N -2.296 2.706 0.233 0.1300
N 2.450 0.195 -0.051 0.2141
N -0.260 0.792 0.923 0.1981
C 2.549 1.454 0.716 -0.6658
C 1.792 0.346 -1.437 -1.0035
C 1.522 2.495 0.257 -1.1206
C 0.383 0.981 -1.398 -0.6682
C 0.153 1.818 -0.147 1.6154
H -2.825 5.355 -1.590 0.4967
H -0.614 4.094 -2.091 0.5737
H -4.175 3.850 0.212 0.3230
H -3.654 -1.570 3.053 0.3155
H 3.865 -4.592 -2.024 0.5445
H 0.053 -4.976 0.184 0.3444
H 4.125 -2.283 -1.010 0.4424
H 0.431 -2.770 0.963 0.4137
H -4.605 1.834 0.825 0.3542
H -1.207 -1.065 2.425 0.7662
H 0.536 0.049 1.105 -0.0495
H 3.543 1.965 0.406 0.3247
H 2.329 1.306 1.751 0.3778
H 1.947 -0.516 -2.125 0.4957
H 2.435 1.053 -1.943 0.4327
H 1.457 3.137 1.191 0.3879
H 1.959 3.228 -0.416 0.3743
H 0.198 1.639 -2.329 0.2869
H -0.268 0.141 -1.419 0.3064
```

The highest occupied orbital energy is -7.30 eV. For the LUMO energy, the calculation gives -0.63 eV. Its SMILES is N#Cc1ccc(C(=O)N2CCC3(CC2)Nc2ccc(F)cc2-n2cccc23)cc1. The gap between HOMO and LUMO is 6.666 eV. For the total energy, the calculation gives -1281.87571 Ha.


[3]
This record from the OMol25 dataset describes a structure of composition C23H19MgN3OS3. The level of theory is ωB97M-V/def2-TZVPD.

XYZ file:
```
50
Properties=species:S:1:pos:R:3:mulliken_charge:R:1
Mg 0.559 0.230 0.254 0.6486
S 0.988 -0.787 -2.074 -0.5927
C 1.096 0.893 -2.170 0.4978
N 0.770 1.681 -1.173 -0.1215
C 0.993 3.014 -1.441 -0.4499
C 0.751 4.077 -0.574 -0.1974
C 1.035 5.363 -0.997 -0.7200
C 1.550 5.605 -2.271 -0.4617
C 1.786 4.560 -3.149 -0.4755
C 1.506 3.270 -2.724 0.6665
S 1.710 1.760 -3.575 -0.2714
H 0.349 3.874 0.411 0.4599
H 0.857 6.195 -0.328 0.3788
H 1.768 6.619 -2.579 0.3672
H 2.183 4.740 -4.139 0.3786
S -0.129 -1.702 4.277 -0.3868
C -0.683 -2.946 3.197 1.1171
C -1.342 -4.132 3.495 -0.6520
C -1.657 -4.981 2.449 -0.4549
C -1.313 -4.655 1.135 -0.7420
C -0.652 -3.477 0.839 -0.4020
C -0.336 -2.605 1.879 -0.7372
N 0.311 -1.395 1.755 -0.2513
C 0.496 -0.801 2.900 1.1030
C 1.200 0.463 3.046 0.7966
C 1.534 0.955 4.315 -0.8790
C 2.323 2.081 4.418 -0.7462
C 2.777 2.703 3.258 -0.6476
C 2.397 2.230 2.009 0.0046
C 1.587 1.103 1.849 -0.6366
H -1.594 -4.382 4.518 0.4063
H -2.163 -5.916 2.653 0.4058
H -1.559 -5.343 0.336 0.4176
H -0.367 -3.218 -0.174 0.5592
H 1.187 0.448 5.211 0.3405
H 2.596 2.469 5.391 0.3800
H 3.430 3.565 3.336 0.3907
H 2.744 2.760 1.127 0.4688
C -3.109 0.255 2.480 -0.9464
N -3.086 -0.716 1.399 0.2873
C -3.976 -1.852 1.518 -0.8834
C -2.260 -0.577 0.368 0.1240
O -1.448 0.344 0.234 -0.8141
H -4.043 0.821 2.459 0.3427
H -2.275 0.942 2.364 0.2315
H -3.029 -0.258 3.438 0.3425
H -5.017 -1.524 1.538 0.3295
H -3.759 -2.395 2.440 0.3169
H -3.828 -2.532 0.680 0.2891
H -2.370 -1.356 -0.399 0.4182
```

The highest occupied orbital energy is -7.42 eV. For the LUMO energy, the calculation gives -0.08 eV. The relative energy (zero: lowest compared OMol25 entry of this formula, charge and spin) is 0.0000 eV. The gap between HOMO and LUMO is 7.335 eV. For the total energy, the calculation gives -2522.17624 Ha.


Repeat the third record exactly.
This record from the OMol25 dataset describes a structure of composition C23H19MgN3OS3. The level of theory is ωB97M-V/def2-TZVPD.

XYZ file:
```
50
Properties=species:S:1:pos:R:3:mulliken_charge:R:1
Mg 0.559 0.230 0.254 0.6486
S 0.988 -0.787 -2.074 -0.5927
C 1.096 0.893 -2.170 0.4978
N 0.770 1.681 -1.173 -0.1215
C 0.993 3.014 -1.441 -0.4499
C 0.751 4.077 -0.574 -0.1974
C 1.035 5.363 -0.997 -0.7200
C 1.550 5.605 -2.271 -0.4617
C 1.786 4.560 -3.149 -0.4755
C 1.506 3.270 -2.724 0.6665
S 1.710 1.760 -3.575 -0.2714
H 0.349 3.874 0.411 0.4599
H 0.857 6.195 -0.328 0.3788
H 1.768 6.619 -2.579 0.3672
H 2.183 4.740 -4.139 0.3786
S -0.129 -1.702 4.277 -0.3868
C -0.683 -2.946 3.197 1.1171
C -1.342 -4.132 3.495 -0.6520
C -1.657 -4.981 2.449 -0.4549
C -1.313 -4.655 1.135 -0.7420
C -0.652 -3.477 0.839 -0.4020
C -0.336 -2.605 1.879 -0.7372
N 0.311 -1.395 1.755 -0.2513
C 0.496 -0.801 2.900 1.1030
C 1.200 0.463 3.046 0.7966
C 1.534 0.955 4.315 -0.8790
C 2.323 2.081 4.418 -0.7462
C 2.777 2.703 3.258 -0.6476
C 2.397 2.230 2.009 0.0046
C 1.587 1.103 1.849 -0.6366
H -1.594 -4.382 4.518 0.4063
H -2.163 -5.916 2.653 0.4058
H -1.559 -5.343 0.336 0.4176
H -0.367 -3.218 -0.174 0.5592
H 1.187 0.448 5.211 0.3405
H 2.596 2.469 5.391 0.3800
H 3.430 3.565 3.336 0.3907
H 2.744 2.760 1.127 0.4688
C -3.109 0.255 2.480 -0.9464
N -3.086 -0.716 1.399 0.2873
C -3.976 -1.852 1.518 -0.8834
C -2.260 -0.577 0.368 0.1240
O -1.448 0.344 0.234 -0.8141
H -4.043 0.821 2.459 0.3427
H -2.275 0.942 2.364 0.2315
H -3.029 -0.258 3.438 0.3425
H -5.017 -1.524 1.538 0.3295
H -3.759 -2.395 2.440 0.3169
H -3.828 -2.532 0.680 0.2891
H -2.370 -1.356 -0.399 0.4182
```

The highest occupied orbital energy is -7.42 eV. For the LUMO energy, the calculation gives -0.08 eV. The relative energy (zero: lowest compared OMol25 entry of this formula, charge and spin) is 0.0000 eV. The gap between HOMO and LUMO is 7.335 eV. For the total energy, the calculation gives -2522.17624 Ha.


Copy entry 3 word for word.
This record from the OMol25 dataset describes a structure of composition C23H19MgN3OS3. The level of theory is ωB97M-V/def2-TZVPD.

XYZ file:
```
50
Properties=species:S:1:pos:R:3:mulliken_charge:R:1
Mg 0.559 0.230 0.254 0.6486
S 0.988 -0.787 -2.074 -0.5927
C 1.096 0.893 -2.170 0.4978
N 0.770 1.681 -1.173 -0.1215
C 0.993 3.014 -1.441 -0.4499
C 0.751 4.077 -0.574 -0.1974
C 1.035 5.363 -0.997 -0.7200
C 1.550 5.605 -2.271 -0.4617
C 1.786 4.560 -3.149 -0.4755
C 1.506 3.270 -2.724 0.6665
S 1.710 1.760 -3.575 -0.2714
H 0.349 3.874 0.411 0.4599
H 0.857 6.195 -0.328 0.3788
H 1.768 6.619 -2.579 0.3672
H 2.183 4.740 -4.139 0.3786
S -0.129 -1.702 4.277 -0.3868
C -0.683 -2.946 3.197 1.1171
C -1.342 -4.132 3.495 -0.6520
C -1.657 -4.981 2.449 -0.4549
C -1.313 -4.655 1.135 -0.7420
C -0.652 -3.477 0.839 -0.4020
C -0.336 -2.605 1.879 -0.7372
N 0.311 -1.395 1.755 -0.2513
C 0.496 -0.801 2.900 1.1030
C 1.200 0.463 3.046 0.7966
C 1.534 0.955 4.315 -0.8790
C 2.323 2.081 4.418 -0.7462
C 2.777 2.703 3.258 -0.6476
C 2.397 2.230 2.009 0.0046
C 1.587 1.103 1.849 -0.6366
H -1.594 -4.382 4.518 0.4063
H -2.163 -5.916 2.653 0.4058
H -1.559 -5.343 0.336 0.4176
H -0.367 -3.218 -0.174 0.5592
H 1.187 0.448 5.211 0.3405
H 2.596 2.469 5.391 0.3800
H 3.430 3.565 3.336 0.3907
H 2.744 2.760 1.127 0.4688
C -3.109 0.255 2.480 -0.9464
N -3.086 -0.716 1.399 0.2873
C -3.976 -1.852 1.518 -0.8834
C -2.260 -0.577 0.368 0.1240
O -1.448 0.344 0.234 -0.8141
H -4.043 0.821 2.459 0.3427
H -2.275 0.942 2.364 0.2315
H -3.029 -0.258 3.438 0.3425
H -5.017 -1.524 1.538 0.3295
H -3.759 -2.395 2.440 0.3169
H -3.828 -2.532 0.680 0.2891
H -2.370 -1.356 -0.399 0.4182
```

The highest occupied orbital energy is -7.42 eV. For the LUMO energy, the calculation gives -0.08 eV. The relative energy (zero: lowest compared OMol25 entry of this formula, charge and spin) is 0.0000 eV. The gap between HOMO and LUMO is 7.335 eV. For the total energy, the calculation gives -2522.17624 Ha.


- The highest highest occupied orbital energy belongs to which entry?
  C23H19FFeN6OS4


Repeat the first record exactly.
This record from the OMol25 dataset describes a structure of composition C23H19FFeN6OS4. The level of theory is ωB97M-V/def2-TZVPD.

XYZ file:
```
55
Properties=species:S:1:pos:R:3:mulliken_charge:R:1
Fe 0.167 0.090 -0.570 -0.5247
N 4.061 -2.505 -0.924 -0.5754
C 3.080 -1.543 -0.647 0.4608
S 2.418 -1.532 0.906 -0.4845
N 2.866 -0.754 -1.689 -1.8218
N 1.871 0.157 -1.550 1.6990
C 2.032 1.227 -2.256 -0.7621
C 1.059 2.271 -2.039 0.9133
C 1.086 3.520 -2.657 -1.1073
C 0.148 4.465 -2.294 -0.2180
C -0.791 4.140 -1.325 -1.0126
C -0.767 2.872 -0.771 -0.1655
N 0.125 1.949 -1.132 0.6686
H 3.947 -3.318 -0.340 0.2512
H 4.105 -2.713 -1.913 0.2500
H 2.894 1.349 -2.902 0.2525
H 1.842 3.730 -3.402 0.4344
H 0.146 5.443 -2.761 0.3762
H -1.537 4.852 -1.000 0.4141
H -1.486 2.559 -0.025 0.4244
S -1.558 0.213 1.090 -0.3825
C -1.554 -1.383 1.799 0.1900
C -2.054 -1.564 3.083 -0.9516
C -2.113 -2.820 3.693 0.3407
C -2.643 -2.937 5.011 0.0236
N -3.080 -3.001 6.077 -0.6775
C -1.643 -3.936 2.979 0.6816
C -1.127 -3.767 1.700 -1.0062
C -1.055 -2.514 1.071 0.5384
S -0.450 -2.336 -0.523 -0.4459
C -1.683 -5.247 3.552 -0.0353
N -1.707 -6.308 4.001 -0.6628
H -2.419 -0.700 3.623 0.4074
H -0.756 -4.629 1.161 0.4617
C 2.932 1.208 3.237 -1.0999
S 1.280 0.962 2.565 0.6842
C 0.460 2.243 3.527 -1.1238
O 1.367 1.547 1.198 -0.5803
H 2.950 0.978 4.304 0.3739
H 3.236 2.239 3.048 0.2941
H 3.570 0.514 2.692 0.3059
H 0.545 2.035 4.595 0.4041
H -0.584 2.209 3.218 0.2727
H 0.908 3.206 3.278 0.3180
F -3.141 -0.326 -5.822 -0.3921
C -2.414 -0.268 -4.652 0.5727
C -3.028 0.172 -3.500 -0.7682
C -2.280 0.231 -2.328 -0.1938
C -0.925 -0.131 -2.252 0.4623
C -0.373 -0.576 -3.465 0.0638
C -1.093 -0.655 -4.658 -0.7774
H -4.074 0.456 -3.524 0.3968
H -2.781 0.555 -1.420 0.2141
H 0.659 -0.915 -3.493 0.2223
H -0.638 -1.014 -5.574 0.3964
```

As for the net charge: -2. The highest occupied orbital energy is -0.89 eV. For the LUMO energy, the calculation gives 4.17 eV. The relative energy (zero: lowest compared OMol25 entry of this formula, charge and spin) is 1.4834 eV. The gap between HOMO and LUMO is 5.056 eV. For the total energy, the calculation gives -4247.98274 Ha.